Below is a gas-phase ion, C5H12N2 (charge -1) at a distorted geometry, with properties calculated with ωB97M-V/def2-TZVPD.

Output
* HOMO level (alpha / beta): 1.316 / -5.070 eV
* expectation value of S²: 0.75
* orbital gap (alpha / beta): 2.6955 / 9.0378 eV
* LUMO (alpha / beta): 4.01 / 3.97 eV
* energy relative to the best compared isomer or geometry (same formula, charge and spin): 12.6 kcal/mol
* molecular weight: 100.165 g mol⁻¹
* calculated total energy: -307.14210 a.u.
* strongest force on any atom: 1.57 eV/A

Geometry as ORCA input:
```
! wB97M-V def2-TZVPD RIJCOSX def2/J DEFGRID3
* xyz -1 2
N 2.24026 -0.14418 -0.04546
N 0.91803 -2.15409 0.42213
C 1.24914 0.92679 -0.16944
C -0.04603 0.76720 0.65210
C -1.16178 0.04247 -0.12688
C 2.03686 -1.38014 0.08694
C -2.15812 1.00945 -0.77143
H -1.84396 1.55698 -1.66737
H -2.33884 1.81249 -0.04541
H 0.18278 0.26788 1.59498
H 1.75399 1.84868 0.10407
H -0.42109 1.78062 0.82475
H 2.94538 -1.98658 0.07850
H -3.13123 0.57742 -1.00950
H 0.98670 0.93132 -1.22878
H 0.08625 -1.63479 0.69992
H -1.73802 -0.64074 0.49586
H -0.71537 -0.61810 -0.87682
H 1.15504 -2.96267 0.98186
*
```